<i>
DFT (wB97M-V/def2-TZVPD) results for 2 unconnected molecules or ions with the total composition C4H5N3S.

**E_HOMO**: -8.327 eV
**Orbital gap**: 7.70 eV
**Spin multiplicity**: 1
**Total charge**: 0

Last column: natural (NBO) charge in e.
CARTESIAN COORDINATES (ANGSTROEM)
C1 1.74 -1.90 -0.16  0.153
C2 1.76 -0.55 -0.31  0.138
C3 1.84 1.85 -0.54  -0.254
C4 -1.69 0.18 0.52  -0.046
N1 1.55 -3.03 0.04  -0.276
N2 1.97 0.63 -0.39  -0.191
N3 -2.31 -0.99 0.27  -0.778
S1 -2.47 1.62 0.17  -0.204
H1 2.14 2.32 -1.46  0.211
H2 1.42 2.52 0.27  0.221
H3 -0.64 0.17 0.84  0.194
H4 -1.95 -1.93 0.66  0.413
H5 -3.37 -0.89 0.08  0.420



<ii>
DFT (wB97M-V/def2-TZVPD) results for C4H5N3S in the gas phase.

**E_HOMO**: -8.750 eV
**Orbital gap**: 9.25 eV
**Spin multiplicity**: 1
**Structure (SMILES)**: Nc1cc(S)cnn1
**Total charge**: 0

Last column: natural (NBO) charge in e.
CARTESIAN COORDINATES (ANGSTROEM)
N1 -0.05 2.22 0.76  -0.796
C1 -0.29 0.92 0.47  0.340
C2 0.59 0.15 -0.25  -0.313
C3 0.21 -1.17 -0.54  -0.122
S1 1.21 -2.17 -1.61  0.059
C4 -1.04 -1.59 -0.06  -0.100
N2 -1.72 -0.83 0.81  -0.159
N3 -1.43 0.44 1.03  -0.264
H1 0.81 2.69 0.50  0.389
H2 -0.67 2.80 1.35  0.413
H3 1.54 0.51 -0.64  0.215
H4 2.30 -1.40 -1.57  0.125
H5 -1.45 -2.58 -0.25  0.212



<iii>
DFT (wB97M-V/def2-TZVPD) results for C4H5N3S in the gas phase.

**E_HOMO**: -9.051 eV
**Orbital gap**: 8.79 eV
**Spin multiplicity**: 1
**Structure (SMILES)**: C=NNC(=S)CC#N
**Total charge**: 0

Last column: natural (NBO) charge in e.
CARTESIAN COORDINATES (ANGSTROEM)
C1 2.19 -0.39 -0.89  -0.097
N1 1.07 -0.40 -0.30  -0.218
N2 0.58 0.82 0.13  -0.435
C2 -0.61 0.92 0.78  0.127
S1 -1.22 2.35 1.38  -0.093
C3 -1.46 -0.38 0.79  -0.564
C4 -1.69 -1.00 -0.58  0.289
N3 -2.03 -1.56 -1.53  -0.320
H1 2.58 -1.26 -1.40  0.205
H2 2.75 0.52 -1.07  0.151
H3 1.25 1.64 0.08  0.397
H4 -2.50 -0.17 1.12  0.283
H5 -0.92 -1.09 1.48  0.276



<ii> is preferred energetically. Next in line: 96.9 kJ/mol higher.



<i>
DFT (wB97M-V/def2-TZVPD) results for C2H4ClNO2 in the gas phase.

**E_HOMO**: -10.155 eV
**Orbital gap**: 9.52 eV
**Spin multiplicity**: 1
**Structure (SMILES)**: CC(=O)N(O)Cl
**Total charge**: 0

Last column: natural (NBO) charge in e.
CARTESIAN COORDINATES (ANGSTROEM)
C1 -1.25 -0.41 -0.02  -0.711
C2 0.23 -0.73 -0.07  0.625
O1 0.68 -1.84 0.07  -0.545
N1 1.02 0.34 -0.39  -0.093
O2 0.65 1.62 -0.30  -0.493
Cl1 2.87 0.16 0.10  0.026
H1 -1.45 0.66 -0.13  0.230
H2 -1.75 -0.95 -0.82  0.252
H3 -1.63 -0.77 0.93  0.246
H4 0.63 1.93 0.63  0.464



<ii>
DFT (wB97M-V/def2-TZVPD) results for 2 unconnected molecules or ions with the total composition C2H4ClNO2.

**E_HOMO (alpha / beta)**: -9.440 / -8.633 eV
**Orbital gap (alpha / beta)**: 9.21 / 7.80 eV
**Spin multiplicity**: 1
**Total charge**: 0

Last column: natural (NBO) charge in e.
CARTESIAN COORDINATES (ANGSTROEM)
C1 -0.30 0.74 0.96  -0.675
C2 0.87 0.20 0.16  -0.161
N1 -0.47 -0.97 -1.45  0.525
O1 -1.55 -0.85 -0.93  -0.353
O2 -0.01 -1.54 -2.36  -0.284
Cl1 1.72 -1.17 0.64  0.055
H1 -0.96 -0.09 1.03  0.239
H2 -0.72 1.47 0.30  0.227
H3 -0.02 1.14 1.87  0.226
H4 1.45 1.08 -0.23  0.201



<i> is preferred energetically. Next in line: 234.8 kJ/mol higher.



<i>
DFT (wB97M-V/def2-TZVPD) results for 2 unconnected molecules or ions with the total composition C2H4ClNO2.

**E_HOMO (alpha / beta)**: -10.154 / -10.269 eV
**Orbital gap (alpha / beta)**: 8.28 / 8.15 eV
**Spin multiplicity**: 1
**Total charge**: 0

Last column: natural (NBO) charge in e.
CARTESIAN COORDINATES (ANGSTROEM)
C1 -2.67 1.20 0.30  0.466
C2 0.67 -0.12 0.03  -0.252
N1 -1.39 1.54 0.19  -0.332
O1 -3.48 1.80 0.97  -0.527
O2 -0.50 -0.18 -0.51  -0.372
Cl1 -0.56 2.02 1.53  0.314
H1 -2.92 0.47 -0.43  0.149
H2 1.59 0.25 -0.40  0.168
H3 0.90 -1.23 0.46  0.188
H4 0.64 0.60 0.99  0.197



<ii>
DFT (wB97M-V/def2-TZVPD) results for 2 unconnected molecules or ions with the total composition C2H4ClNO2.

**E_HOMO (alpha / beta)**: -9.962 / -8.105 eV
**Orbital gap (alpha / beta)**: 9.96 / 6.71 eV
**Spin multiplicity**: 1
**Total charge**: 0

Last column: natural (NBO) charge in e.
CARTESIAN COORDINATES (ANGSTROEM)
C1 -1.24 -0.10 0.29  -0.699
C2 -0.40 0.82 -0.50  -0.156
N1 1.79 -0.68 -0.03  0.500
O1 2.77 -0.08 0.30  -0.292
O2 1.54 -1.85 -0.15  -0.318
Cl1 0.25 2.21 0.19  0.058
H1 -2.30 0.08 0.12  0.229
H2 -1.04 0.00 1.36  0.231
H3 -1.03 -1.13 -0.01  0.245
H4 -0.34 0.74 -1.57  0.201



<ii> is preferred energetically. Next in line: 83.1 kJ/mol higher.



<i>
DFT (wB97M-V/def2-TZVPD) results for C3H6O2S in the gas phase.

**E_HOMO**: -9.984 eV
**Orbital gap**: 10.37 eV
**Spin multiplicity**: 1
**Structure (SMILES)**: O=C(O)CCS
**Total charge**: 0

Last column: natural (NBO) charge in e.
CARTESIAN COORDINATES (ANGSTROEM)
O1 2.68 -0.27 -0.26  -0.571
C1 1.52 -0.48 0.00  0.776
O2 1.14 -1.73 -0.04  -0.662
C2 0.54 0.62 0.41  -0.529
C3 -0.75 0.65 -0.43  -0.494
S1 -1.81 -0.84 -0.05  -0.117
H1 0.18 -1.85 0.16  0.488
H2 1.05 1.47 0.20  0.240
H3 0.24 0.55 1.46  0.237
H4 -1.25 1.63 -0.20  0.242
H5 -0.54 0.53 -1.55  0.232
H6 -3.00 -0.30 0.29  0.160



<ii>
DFT (wB97M-V/def2-TZVPD) results for 2 unconnected molecules or ions with the total composition C3H6O2S.

**E_HOMO (alpha / beta)**: -9.882 / -8.978 eV
**Orbital gap (alpha / beta)**: 9.42 / 7.57 eV
**Spin multiplicity**: 1
**Total charge**: 0

Last column: natural (NBO) charge in e.
CARTESIAN COORDINATES (ANGSTROEM)
C1 0.61 0.82 -0.50  -0.027
C2 0.34 -1.07 0.57  -0.411
C3 0.32 0.61 -1.88  -0.774
O1 -1.99 -0.50 1.56  -0.922
O2 -0.37 -1.46 3.13  -0.923
S1 -0.65 -0.61 2.01  1.979
H1 1.39 1.61 -0.18  0.186
H2 -0.08 -1.72 -0.26  0.192
H3 -0.62 1.09 -2.11  0.251
H4 1.05 1.14 -2.50  0.232
H5 0.17 -0.49 -2.07  0.240
H6 -0.16 0.57 2.23  -0.024



<i> is preferred energetically. Next in line: 744.0 kJ/mol higher.



<i>
DFT (wB97M-V/def2-TZVPD) results for 18 unconnected molecules or ions with the total composition H36O18.

**E_HOMO**: -10.921 eV
**Orbital gap**: 11.09 eV
**Spin multiplicity**: 1
**Total charge**: 0

Last column: natural (NBO) charge in e.
CARTESIAN COORDINATES (ANGSTROEM)
O1 1.24 3.55 -2.21  -0.969
H1 1.98 3.38 -2.79  0.484
H2 0.66 2.79 -2.43  0.492
O2 -1.91 0.58 2.82  -1.009
H3 -1.40 1.38 2.60  0.509
H4 -1.31 -0.20 2.82  0.491
O3 -0.07 -2.60 1.61  -0.978
H5 -0.84 -2.74 2.18  0.491
H6 -0.47 -2.49 0.72  0.479
O4 -3.63 -0.43 4.95  -0.970
H7 -4.38 0.02 5.39  0.470
H8 -3.27 0.33 4.44  0.496
O5 2.67 0.82 -1.93  -1.006
H9 2.93 1.48 -1.29  0.499
H10 3.39 0.16 -1.95  0.502
O6 0.07 -3.15 -1.41  -0.967
H11 0.36 -3.85 -0.84  0.472
H12 0.90 -2.76 -1.71  0.501
O7 -1.63 0.70 -0.73  -1.017
H13 -2.08 -0.01 -0.32  0.490
H14 -2.13 0.97 -1.51  0.503
O8 2.72 -2.12 1.32  -1.000
H15 2.02 -1.42 1.54  0.518
H16 2.19 -2.93 1.38  0.479
O9 -2.89 -1.87 -0.35  -0.973
H17 -2.04 -2.17 -0.66  0.481
H18 -3.07 -2.39 0.43  0.493
O10 1.83 4.09 0.71  -0.975
H19 2.15 4.90 1.06  0.486
H20 1.72 4.22 -0.24  0.514
O11 -0.27 2.39 1.54  -1.022
H21 0.28 3.18 1.27  0.519
H22 -0.80 2.15 0.79  0.510
O12 -2.88 -1.94 2.21  -1.002
H23 -3.03 -1.83 3.15  0.505
H24 -3.04 -1.08 1.80  0.505
O13 -2.03 -1.29 -4.01  -0.998
H25 -2.14 -2.23 -3.91  0.487
H26 -1.06 -1.07 -4.18  0.519
O14 0.44 -0.33 -3.08  -0.995
H27 -0.21 -0.25 -2.42  0.478
H28 1.12 0.25 -2.75  0.504
O15 3.94 2.14 0.17  -0.973
H29 3.35 2.87 0.33  0.489
H30 3.71 1.43 0.79  0.493
O16 -3.08 1.19 -3.11  -0.976
H31 -2.86 0.26 -3.33  0.507
H32 -4.04 1.16 -3.13  0.474
O17 1.68 0.38 2.36  -0.986
H33 1.90 0.58 3.27  0.476
H34 0.99 1.00 2.08  0.505
O18 4.01 -2.15 -1.42  -0.987
H35 3.79 -2.06 -0.48  0.507
H36 4.52 -2.97 -1.54  0.474



<ii>
DFT (wB97M-V/def2-TZVPD) results for 18 unconnected molecules or ions with the total composition H36O18.

**E_HOMO**: -10.854 eV
**Orbital gap**: 10.06 eV
**Spin multiplicity**: 1
**Total charge**: 0

Last column: natural (NBO) charge in e.
CARTESIAN COORDINATES (ANGSTROEM)
O1 -4.79 -0.78 1.80  -0.930
H1 -4.23 -0.77 1.02  0.464
H2 -4.22 -1.44 2.22  0.470
O2 1.55 3.72 -3.74  -0.954
H3 1.91 3.02 -4.30  0.478
H4 2.10 3.85 -2.99  0.472
O3 0.62 -5.65 0.97  -0.927
H5 0.59 -5.36 0.05  0.461
H6 -0.29 -5.59 1.24  0.468
O4 2.21 4.80 -0.83  -0.949
H7 1.30 5.03 -1.03  0.489
H8 2.42 3.92 -1.14  0.464
O5 1.24 -0.78 -1.06  -0.984
H9 1.41 -1.73 -0.82  0.489
H10 0.73 -0.78 -1.87  0.467
O6 -0.96 5.72 1.00  -0.985
H11 -0.24 5.58 1.59  0.490
H12 -1.85 5.61 1.26  0.496
O7 3.20 1.51 -2.85  -1.000
H13 4.02 1.21 -2.36  0.489
H14 2.34 1.06 -2.59  0.489
O8 4.48 0.25 -0.99  -0.968
H15 5.17 0.54 -1.57  0.464
H16 4.66 0.29 -0.03  0.523
O9 -1.09 -0.66 4.76  -0.961
H17 -1.17 -1.49 4.26  0.483
H18 -1.43 -0.98 5.62  0.462
O10 -2.10 -2.99 -2.28  -0.951
H19 -1.86 -3.90 -2.41  0.479
H20 -1.80 -2.49 -3.01  0.472
O11 2.27 -3.30 -0.46  -0.911
H21 1.60 -3.48 -1.13  0.456
H22 3.00 -3.00 -1.04  0.486
O12 -4.00 3.83 1.71  -0.945
H23 -4.35 3.50 0.87  0.462
H24 -3.25 3.21 1.70  0.475
O13 2.64 0.49 1.32  -0.960
H25 2.01 0.41 0.55  0.477
H26 2.22 1.41 1.48  0.480
O14 -0.19 2.12 1.47  -0.954
H27 -1.09 1.90 1.77  0.468
H28 0.02 1.71 0.65  0.464
O15 -2.65 1.50 1.09  -0.927
H29 -3.20 1.14 1.81  0.493
H30 -2.01 0.87 1.48  0.462
O16 -0.90 -2.58 -4.94  -0.930
H31 -1.24 -1.70 -4.63  0.455
H32 -0.38 -2.19 -5.64  0.478
O17 -0.33 -2.67 3.13  -0.967
H33 0.55 -2.33 3.19  0.501
H34 -0.34 -3.64 3.26  0.499
O18 -1.74 -2.77 1.02  -0.998
H35 -1.77 -2.72 0.08  0.477
H36 -0.80 -2.46 1.35  0.501



<i> is preferred energetically. Next in line: 540.2 kJ/mol higher.



<i>
DFT (wB97M-V/def2-TZVPD) results for 2 unconnected molecules or ions with the total composition CH2FNO.

**E_HOMO (alpha / beta)**: -7.566 / -11.680 eV
**Orbital gap (alpha / beta)**: 8.63 / 9.24 eV
**Spin multiplicity**: 3
**Total charge**: 0
**⟨S²⟩**: 2.00

Last column: Mulliken spin population.
CARTESIAN COORDINATES (ANGSTROEM)
C1 -0.05 -0.14 0.28  0.801
N1 0.36 0.72 -0.74  0.057
O1 1.04 -0.53 -0.28  0.107
F1 -1.08 -0.93 0.20  0.089
H1 -0.03 0.52 2.01  0.932
H2 -0.24 0.35 -1.47  0.015



<ii>
DFT (wB97M-V/def2-TZVPD) results for 2 unconnected molecules or ions with the total composition CH2FNO.

**E_HOMO (alpha / beta)**: -9.112 / -11.014 eV
**Orbital gap (alpha / beta)**: 10.25 / 9.49 eV
**Spin multiplicity**: 3
**Total charge**: 0
**⟨S²⟩**: 2.00

Last column: Mulliken spin population.
CARTESIAN COORDINATES (ANGSTROEM)
C1 -0.05 0.52 0.44  0.844
N1 -0.63 0.40 -0.85  0.028
O1 -1.30 0.96 0.39  0.094
F1 0.97 1.32 0.66  0.073
H1 1.38 -1.14 1.02  0.948
H2 -0.31 1.10 -1.49  0.013



<ii> is preferred energetically. Next in line: 83.4 kJ/mol higher.



<i>
DFT (wB97M-V/def2-TZVPD) results for C4H7N3 in the gas phase.

**E_HOMO**: -8.320 eV
**Orbital gap**: 9.38 eV
**Spin multiplicity**: 1
**Structure (SMILES)**: CNc1cc[nH]n1
**Total charge**: 0

Last column: natural (NBO) charge in e.
CARTESIAN COORDINATES (ANGSTROEM)
C1 2.15 -0.07 0.33  -0.410
N1 1.26 0.35 -0.76  -0.610
C2 -0.14 0.36 -0.59  0.336
C3 -0.65 -0.16 0.63  -0.431
C4 -1.98 -0.35 0.47  0.015
N2 -2.39 0.22 -0.67  -0.413
N3 -1.14 0.67 -1.44  -0.324
H1 1.78 -0.98 0.81  0.208
H2 3.16 -0.33 -0.05  0.209
H3 2.29 0.69 1.10  0.181
H4 1.72 0.89 -1.48  0.396
H5 -0.14 -0.16 1.56  0.221
H6 -2.59 -1.00 1.08  0.212
H7 -3.32 -0.13 -0.99  0.410



<ii>
DFT (wB97M-V/def2-TZVPD) results for a molecular structure, C4H7N3.

**E_HOMO**: -8.111 eV
**Orbital gap**: 8.57 eV
**Spin multiplicity**: 1
**Total charge**: 0

Last column: natural (NBO) charge in e.
CARTESIAN COORDINATES (ANGSTROEM)
C1 2.34 -0.19 -0.01  -0.413
N1 0.91 0.04 0.15  -0.101
C2 0.20 1.12 -0.20  -0.150
C3 -1.09 0.99 0.37  -0.098
C4 -2.36 -0.40 -0.17  -0.400
N2 -1.01 -0.27 0.97  -0.261
N3 0.19 -0.85 0.81  -0.121
H1 2.52 -1.26 0.08  0.237
H2 2.90 0.34 0.76  0.222
H3 2.65 0.16 -1.00  0.218
H4 0.65 1.92 -0.77  0.217
H5 -2.25 -1.48 -0.28  0.201
H6 -3.23 -0.15 0.44  0.236
H7 -2.43 0.05 -1.16  0.213



<iii>
DFT (wB97M-V/def2-TZVPD) results for C4H7N3 in the gas phase.

**E_HOMO**: -8.165 eV
**Orbital gap**: 8.92 eV
**Spin multiplicity**: 1
**Total charge**: 0

Last column: natural (NBO) charge in e.
CARTESIAN COORDINATES (ANGSTROEM)
C1 -1.30 1.60 1.01  -0.412
N1 -0.65 0.44 0.44  -0.108
C2 -1.17 -0.35 -0.56  -0.206
C3 -0.33 -1.41 -0.79  -0.123
C4 1.96 -1.21 -0.67  -0.400
N2 0.70 -1.09 0.08  -0.223
N3 0.51 0.02 0.85  -0.059
H1 -0.60 2.14 1.64  0.234
H2 -2.17 1.29 1.60  0.220
H3 -1.64 2.24 0.19  0.221
H4 -2.00 0.00 -1.14  0.214
H5 2.72 -0.60 -0.20  0.205
H6 2.23 -2.26 -0.77  0.224
H7 1.76 -0.82 -1.68  0.213



<i> is preferred energetically. Next in line: 178.6 kJ/mol higher.



<i>
DFT (wB97M-V/def2-TZVPD) results for 2 unconnected molecules or ions with the total composition C2H4ClNOS.

**E_HOMO**: -9.043 eV
**Orbital gap**: 9.15 eV
**Spin multiplicity**: 1
**Structure (SMILES)**: CN=C=O.SCl
**Total charge**: 0

Last column: natural (NBO) charge in e.
CARTESIAN COORDINATES (ANGSTROEM)
C1 1.65 -0.64 -1.05  -0.408
N1 1.11 -0.34 0.22  -0.507
C2 0.31 0.01 1.01  0.879
O1 -0.50 0.36 1.78  -0.589
H1 2.66 -0.85 -0.85  0.216
H2 1.21 -1.59 -1.45  0.211
H3 1.45 0.16 -1.78  0.218
S1 -3.39 0.75 1.02  -0.020
Cl1 -2.31 1.24 -0.64  -0.198
H4 -2.19 0.89 1.73  0.198



<ii>
DFT (wB97M-V/def2-TZVPD) results for 2 unconnected molecules or ions with the total composition C2H4ClNOS.

**E_HOMO (alpha / beta)**: -8.063 / -7.991 eV
**Orbital gap (alpha / beta)**: 6.96 / 6.69 eV
**Spin multiplicity**: 1
**Total charge**: 0

Last column: natural (NBO) charge in e.
CARTESIAN COORDINATES (ANGSTROEM)
C1 0.68 0.17 -0.67  0.021
C2 -0.25 -0.86 -1.14  -0.777
N1 -0.13 1.57 0.90  0.158
O1 0.77 1.80 1.61  -0.184
S1 1.60 0.41 2.87  -0.232
Cl1 2.17 -0.28 -0.14  0.152
H1 -0.87 -1.15 -0.28  0.278
H2 -0.93 -0.43 -1.87  0.251
H3 0.24 -1.75 -1.53  0.222
H4 2.28 1.44 3.37  0.112



<i> is preferred energetically. Next in line: 645.7 kJ/mol higher.